*w*
{"formula": "C5H6F2O", "method": "ωB97M-V/def2-TZVPD", "species": ["C", "C", "C", "C", "C", "H", "H", "H", "H", "H", "H", "O", "F", "F"], "positions_angstrom": [[0.32327, 0.05071, 1.35811], [-0.29364, -0.55906, 0.11776], [-0.72993, -1.90590, 0.01013], [-0.65322, 0.34533, -1.05793], [-0.12104, 1.50236, -1.41479], [2.05059, 1.07189, 1.44111], [-0.07848, 1.10667, 1.35049], [0.18991, -0.60633, 2.33527], [-0.98379, -2.39982, -0.89190], [-1.34324, -0.02926, -1.91311], [0.72773, 2.05787, -0.89036], [1.86172, -0.16363, 0.97599], [-0.79984, -2.60405, 1.13498], [-0.15005, 2.13321, -2.55574]], "mulliken_charge": [-0.6328, 0.7616, -0.3292, -0.5699, -0.0583, 0.3466, 0.3864, 0.2550, 0.4091, 0.1921, 0.2106, -0.5139, -0.2297, -0.2277], "total_charge": 0, "orbital_gap_ev": 8.8}

***

*x*
{"formula": "C5H6F2O", "method": "ωB97M-V/def2-TZVPD", "species": ["C", "C", "C", "C", "C", "O", "F", "F", "H", "H", "H", "H", "H", "H"], "positions_angstrom": [[-0.00485, 1.47979, 0.39271], [0.46311, -0.27740, -1.18947], [-0.45065, 0.28951, -0.12210], [1.54066, -0.73234, -0.22567], [-1.53173, -0.58874, 0.52804], [1.02355, 2.14731, 0.17782], [2.56020, 0.06716, 0.10131], [1.44756, -1.70922, 0.66738], [-0.69894, 1.85622, 1.22426], [-0.00906, -1.02496, -1.86942], [0.93593, 0.56747, -1.66791], [-2.19090, 0.24428, 0.78484], [-1.24867, -1.00113, 1.48047], [-1.83621, -1.31795, -0.28226]], "mulliken_charge": [-0.0083, -0.4299, 0.2543, 0.4175, -1.0931, -0.5754, -0.1513, -0.2050, 0.2143, 0.3740, 0.2591, 0.3463, 0.2925, 0.3051], "total_charge": 0, "orbital_gap_ev": [8.4, 7.4]}

***

The least stable of them is *w*.

***

*w*
{"formula": "C50H70CsGeN7OP3S", "method": "ωB97M-V/def2-TZVPD", "species": ["Cs", "C", "C", "C", "P", "C", "N", "Ge", "N", "C", "P", "C", "C", "C", "C", "C", "C", "C", "C", "C", "C", "C", "C", "N", "C", "C", "C", "C", "C", "C", "C", "C", "C", "C", "C", "C", "N", "C", "P", "C", "C", "C", "C", "C", "C", "C", "C", "C", "H", "H", "H", "H", "H", "H", "H", "H", "H", "H", "H", "H", "H", "H", "H", "H", "H", "H", "H", "H", "H", "H", "H", "H", "H", "H", "H", "H", "H", "H", "H", "H", "H", "H", "H", "H", "H", "H", "H", "H", "H", "H", "H", "H", "H", "H", "H", "H", "H", "H", "H", "H", "H", "H", "H", "H", "H", "H", "H", "H", "S", "C", "C", "C", "C", "C", "N", "H", "H", "H", "H", "N", "C", "O", "C", "C", "C", "N", "C", "C", "H", "H", "H", "H", "H", "H"], "positions_angstrom": [[-1.79429, 0.75347, -0.07456], [-2.30246, -3.40471, -3.44966], [-1.27537, -3.81479, -2.39604], [0.14447, -3.52154, -2.87973], [-1.59471, -2.91855, -0.80509], [-0.45082, -3.84604, 0.32921], [0.87921, -3.27659, 0.38088], [1.29531, -1.39996, 0.26379], [2.31327, -1.26413, 1.94332], [1.60877, -1.01051, 3.18198], [0.19071, 0.14099, 2.87228], [-0.81743, 0.08028, 4.43365], [-2.08803, -0.73263, 4.17801], [-0.09383, -0.43148, 5.67934], [0.94560, 1.83291, 2.89979], [1.78698, 2.06671, 1.64193], [1.71696, 2.21803, 4.15773], [3.64821, -1.00423, 1.80382], [4.49647, -0.32357, 2.68578], [5.82766, -0.10296, 2.35386], [6.36006, -0.54414, 1.15471], [5.54207, -1.25255, 0.27717], [4.22759, -1.47330, 0.61009], [3.32687, -2.29261, -0.19429], [3.22466, -3.63031, 0.40269], [4.35235, -4.37562, 0.68116], [4.22972, -5.64702, 1.22606], [2.96165, -6.14113, 1.49370], [1.82799, -5.38688, 1.23623], [1.93370, -4.10343, 0.68311], [3.56417, -2.26449, -1.60699], [3.79768, -3.41430, -2.33341], [4.00734, -3.35087, -3.70828], [3.99715, -2.12516, -4.36718], [3.73875, -0.96972, -3.66714], [3.47244, -0.99133, -2.27192], [3.11213, 0.05011, -1.51837], [2.86531, 1.33626, -2.09307], [1.01125, 1.56401, -2.25933], [0.86939, 3.33622, -2.84239], [0.32706, 4.17476, -1.68166], [2.11924, 3.98356, -3.43342], [0.66516, 0.57916, -3.79828], [-0.84714, 0.35979, -3.89748], [1.21124, 1.12132, -5.11544], [-3.22639, -3.61881, -0.25043], [-3.27379, -5.13415, -0.06962], [-3.68508, -2.89239, 1.01650], [-2.05839, -3.86132, -4.41181], [-2.30521, -2.32062, -3.58899], [-3.31559, -3.70942, -3.18651], [-1.36067, -4.89058, -2.21144], [0.29804, -2.44474, -3.00600], [0.32022, -3.99996, -3.84693], [0.89862, -3.88105, -2.18031], [-0.39237, -4.87925, -0.03523], [-0.92656, -3.89491, 1.31916], [2.27150, -0.63832, 3.96410], [1.18104, -1.94694, 3.56329], [-1.10590, 1.12503, 4.59956], [-1.83940, -1.76681, 3.92019], [-2.67993, -0.32129, 3.35718], [-2.71762, -0.75872, 5.07044], [0.14423, -1.49300, 5.58529], [-0.73610, -0.32244, 6.55623], [0.83526, 0.10211, 5.87679], [0.06051, 2.47269, 2.82370], [2.71474, 1.49144, 1.65877], [2.05475, 3.12495, 1.56860], [1.24451, 1.79206, 0.73173], [2.58246, 1.57115, 4.31875], [1.09176, 2.18062, 5.04980], [2.09388, 3.23996, 4.06552], [4.12352, 0.05302, 3.62795], [6.45574, 0.43592, 3.05252], [7.39579, -0.35886, 0.90607], [5.93294, -1.63115, -0.66049], [5.32908, -3.95696, 0.47317], [5.11074, -6.23332, 1.44682], [2.84830, -7.12645, 1.92863], [0.85502, -5.78397, 1.49147], [3.82187, -4.36999, -1.83015], [4.19467, -4.26287, -4.25911], [4.18711, -2.07956, -5.43157], [3.72659, -0.02796, -4.19405], [3.37549, 1.53580, -3.03981], [3.18669, 2.08887, -1.36644], [0.09563, 3.30320, -3.61809], [1.01473, 4.15394, -0.83068], [-0.63786, 3.79738, -1.33467], [0.19507, 5.21828, -1.97784], [2.90863, 4.07066, -2.68367], [1.88775, 4.99536, -3.77423], [2.51996, 3.43238, -4.28260], [1.12852, -0.39347, -3.59915], [-1.38675, 1.30945, -3.96661], [-1.22683, -0.18653, -3.03132], [-1.09720, -0.21738, -4.79088], [0.70462, 2.04586, -5.40012], [1.04180, 0.39799, -5.91674], [2.28073, 1.32990, -5.08183], [-3.91867, -3.34247, -1.05219], [-2.62998, -5.45669, 0.75147], [-2.97319, -5.67578, -0.96769], [-4.29045, -5.44705, 0.17831], [-2.96479, -3.01309, 1.83080], [-4.63757, -3.29976, 1.36162], [-3.83692, -1.82514, 0.84044], [-4.97061, 0.79238, 1.03123], [-5.15798, 2.21528, 0.06711], [-6.41669, 2.85825, -0.02684], [-6.56175, 3.99851, -0.78339], [-5.45199, 4.53701, -1.43726], [-4.26062, 3.84916, -1.30860], [-4.10129, 2.72810, -0.60582], [-7.25345, 2.41223, 0.49333], [-7.53237, 4.47505, -0.87099], [-5.51339, 5.44107, -2.02621], [-3.36994, 4.21776, -1.81339], [-6.28980, 5.98615, 1.87204], [-5.00878, 6.45049, 1.79613], [-4.72567, 7.62802, 1.70901], [-3.94415, 5.39257, 1.87565], [-2.69974, 5.65035, 1.30950], [-1.73250, 4.66909, 1.38249], [-1.91553, 3.49187, 1.98832], [-3.09658, 3.27122, 2.55565], [-4.14417, 4.18126, 2.51651], [-7.01266, 6.66411, 1.69213], [-6.46704, 5.03582, 1.58180], [-2.51158, 6.59684, 0.82220], [-0.75923, 4.82318, 0.92803], [-3.23834, 2.30955, 3.03344], [-5.08799, 3.93678, 2.98374]], "mulliken_charge": [1.2169, -1.6216, 0.2499, -1.1207, 0.5131, -2.0213, -0.4123, 1.8770, -0.0462, -1.5768, 0.4583, 0.6224, -1.6093, -1.7519, 1.5100, -1.3596, -1.4416, 0.1198, -0.8919, -0.7804, -1.4064, 0.1690, 0.6739, 1.2637, -0.2780, 0.1293, -1.2097, -0.7796, -1.1382, 0.2377, -0.0028, -0.2634, -1.0715, -1.0078, -0.7059, 0.6981, -0.0337, -1.8428, 0.6020, 0.5463, -1.2984, -1.7898, 2.1048, -1.1120, -1.7288, 0.5234, -1.7085, -1.3417, 0.4742, 0.1676, 0.3834, 0.5675, -0.1040, 0.6675, -0.0358, 0.6827, 0.6547, 0.6230, 0.0912, 0.4034, 0.3184, 0.3061, 0.5316, 0.3335, 0.4652, 0.3361, -0.2876, 0.0208, 0.6709, 0.1781, 0.1353, 0.3858, 0.4375, 0.3154, 0.4415, 0.4277, 0.5654, 0.5196, 0.4411, 0.4169, 0.5372, 0.4896, 0.4177, 0.4614, 0.4792, 0.7190, 0.6045, 0.3149, 0.2101, 0.1283, 0.5855, 0.3252, 0.5040, 0.3050, -1.3184, 0.3270, -0.0584, 0.5523, 0.3657, 0.4227, 0.3072, 0.5341, 0.2616, 0.3211, 0.5198, 0.1625, 0.5240, 0.2366, -0.4546, 0.1432, -0.7566, -0.4237, -0.7442, -0.3412, 0.1501, 0.4280, 0.4145, 0.4401, 0.3774, -0.3554, -0.0480, -0.6312, 0.9100, -1.1407, -0.2512, 0.0282, -0.2319, -0.5938, 0.2854, 0.1430, 0.4624, 0.5567, 0.2032, 0.4931], "total_charge": 0, "s_squared": 0.79, "multiplicity": 2, "orbital_gap_ev": [6.8, 4.8]}

***

*x*
{"formula": "C50H70CsGeN7OP3S", "method": "ωB97M-V/def2-TZVPD", "species": ["Cs", "C", "C", "C", "P", "C", "N", "Ge", "N", "C", "P", "C", "C", "C", "C", "C", "C", "C", "C", "C", "C", "C", "C", "N", "C", "C", "C", "C", "C", "C", "C", "C", "C", "C", "C", "C", "N", "C", "P", "C", "C", "C", "C", "C", "C", "C", "C", "C", "H", "H", "H", "H", "H", "H", "H", "H", "H", "H", "H", "H", "H", "H", "H", "H", "H", "H", "H", "H", "H", "H", "H", "H", "H", "H", "H", "H", "H", "H", "H", "H", "H", "H", "H", "H", "H", "H", "H", "H", "H", "H", "H", "H", "H", "H", "H", "H", "H", "H", "H", "H", "H", "H", "H", "H", "H", "H", "H", "H", "S", "C", "C", "C", "C", "C", "N", "H", "H", "H", "H", "N", "C", "O", "C", "C", "C", "N", "C", "C", "H", "H", "H", "H", "H", "H"], "positions_angstrom": [[-1.31151, -0.27370, -0.62397], [4.08195, 0.36644, -3.75191], [2.76073, 0.54048, -3.01004], [1.64098, 0.87282, -3.99611], [2.19859, -0.86118, -1.94137], [3.48292, -0.93129, -0.60417], [3.20119, 0.04192, 0.43189], [1.40997, 0.05740, 1.24160], [1.14706, 2.96352, 0.71443], [0.73144, 3.87636, -0.31384], [-0.59458, 3.16840, -1.43436], [-2.17755, 4.03278, -0.97747], [-2.12245, 5.46855, -0.43124], [-3.01353, 3.13567, -0.06184], [-0.09917, 3.98982, -3.02277], [-0.01298, 5.51097, -3.02479], [-1.00167, 3.50353, -4.15775], [0.86488, 3.21135, 2.00022], [-0.08633, 4.15513, 2.46493], [-0.37076, 4.28059, 3.80722], [0.30213, 3.49268, 4.73225], [1.26914, 2.57596, 4.32161], [1.55712, 2.42818, 2.98343], [2.52478, 1.46727, 2.50354], [3.56013, 2.02942, 1.62752], [4.14890, 3.24507, 1.86950], [5.16087, 3.69736, 1.02396], [5.54652, 2.89300, -0.03480], [4.94192, 1.66693, -0.28160], [3.91456, 1.19737, 0.54948], [3.14803, 0.60647, 3.52670], [4.11931, 1.10473, 4.37218], [4.69416, 0.28949, 5.33580], [4.28412, -1.03484, 5.41504], [3.32753, -1.54365, 4.55612], [2.72247, -0.73077, 3.58186], [1.74675, -1.12568, 2.70657], [1.01788, -2.37393, 2.90172], [-0.76837, -2.04673, 2.48517], [-1.42161, -1.37548, 4.08008], [-1.24018, -2.24367, 5.31905], [-0.89267, 0.03617, 4.31556], [-1.54652, -3.73236, 2.38519], [-1.91698, -3.99727, 0.92859], [-0.74314, -4.89822, 2.95776], [2.51885, -2.39848, -2.93740], [1.52169, -3.47340, -2.50472], [3.94386, -2.95115, -2.90154], [4.36908, 1.29697, -4.24784], [3.99266, -0.39837, -4.52729], [4.90392, 0.07643, -3.09784], [2.85450, 1.37346, -2.30051], [1.48021, 0.04948, -4.69824], [1.88778, 1.75558, -4.59139], [0.69646, 1.05802, -3.48130], [4.50550, -0.83295, -0.97715], [3.43259, -1.93778, -0.17044], [1.59183, 3.97115, -0.98836], [0.49312, 4.88263, 0.04048], [-2.69488, 4.06057, -1.94425], [-1.16340, 5.97063, -0.55642], [-2.35997, 5.47421, 0.63452], [-2.86549, 6.10069, -0.92095], [-2.52374, 2.93194, 0.89332], [-3.24305, 2.16358, -0.50362], [-3.97145, 3.60987, 0.16414], [0.90181, 3.57935, -3.20440], [-1.00071, 5.95803, -2.89780], [0.38267, 5.86897, -3.97838], [0.63100, 5.89932, -2.23370], [-2.01210, 3.90800, -4.06387], [-1.08255, 2.41534, -4.18035], [-0.61356, 3.83160, -5.12450], [-0.63243, 4.74471, 1.74398], [-1.12608, 4.98140, 4.13652], [0.07893, 3.58325, 5.78711], [1.78237, 1.96905, 5.05246], [3.81079, 3.85029, 2.70274], [5.63568, 4.65223, 1.20050], [6.33416, 3.22582, -0.70024], [5.26024, 1.08373, -1.13240], [4.42980, 2.13632, 4.27350], [5.45518, 0.67735, 5.99800], [4.73165, -1.69255, 6.15000], [3.06126, -2.58978, 4.61398], [1.13877, -2.72292, 3.92900], [1.40793, -3.17679, 2.26300], [-2.48941, -1.28851, 3.85388], [-0.18653, -2.38807, 5.57166], [-1.69923, -3.22667, 5.20551], [-1.70760, -1.76562, 6.18404], [0.16383, 0.02023, 4.59466], [-1.44787, 0.51202, 5.12787], [-1.00331, 0.66231, 3.42701], [-2.47682, -3.62762, 2.95462], [-1.01150, -4.02056, 0.30925], [-2.57736, -3.22078, 0.53460], [-2.41553, -4.96490, 0.81527], [0.15260, -5.08486, 2.36012], [-1.33269, -5.81862, 2.94022], [-0.42265, -4.72756, 3.98517], [2.28608, -2.11204, -3.97026], [1.67625, -3.74430, -1.45474], [1.64489, -4.38471, -3.09489], [0.48999, -3.13242, -2.60523], [4.20251, -3.30434, -1.90120], [4.69248, -2.21731, -3.19623], [4.03554, -3.80833, -3.57318], [-3.56309, 0.13326, 1.82635], [-4.76398, -0.39030, 0.68266], [-6.14152, -0.24360, 0.96782], [-7.09061, -0.68242, 0.08031], [-6.68620, -1.27216, -1.11967], [-5.32766, -1.36941, -1.33843], [-4.38977, -0.95146, -0.48636], [-6.41985, 0.21632, 1.90628], [-8.14355, -0.57127, 0.31203], [-7.39130, -1.63705, -1.85337], [-4.95862, -1.81364, -2.26008], [-4.86049, -6.33378, -5.10348], [-4.44924, -5.13238, -5.57963], [-4.63518, -4.78672, -6.72864], [-3.67974, -4.25597, -4.62252], [-3.51579, -2.92147, -4.96086], [-2.82512, -2.09711, -4.08822], [-2.29070, -2.51304, -2.94145], [-2.43476, -3.79943, -2.63537], [-3.12063, -4.70258, -3.43413], [-5.40075, -6.91156, -5.72393], [-4.82014, -6.57029, -4.13049], [-3.92884, -2.54654, -5.88618], [-2.70294, -1.04429, -4.32043], [-1.98979, -4.12838, -1.70521], [-3.17437, -5.73500, -3.11441]], "mulliken_charge": [1.6618, -1.9448, 1.1297, -1.4773, 1.0904, -1.6282, -0.2393, 0.9286, 0.4733, -1.9154, 0.5238, 0.8045, -1.9595, -1.3121, 0.5420, -1.6347, -1.6401, 0.8770, -0.6272, -1.0872, -0.9169, -0.6047, 0.1641, 0.8761, 0.8285, 0.2247, -1.4868, -0.9072, -0.9381, 0.4402, -0.1084, 0.2306, -1.1031, -0.8091, -1.0116, 0.1712, -0.3393, -1.2016, 0.4540, 0.2339, -1.6649, -1.4157, 0.4676, -1.3168, -1.7380, 0.6863, -1.5789, -1.7806, 0.4236, 0.3654, 0.3773, -0.2050, 0.3309, 0.4966, 0.1665, 0.6790, 0.2898, 0.4516, 0.8521, 0.4764, 0.4553, 0.5190, 0.2834, 0.1987, 0.1227, 0.4800, 0.1050, 0.2529, 0.4773, 0.3280, 0.4108, 0.2291, 0.4833, 0.2387, 0.4477, 0.4391, 0.3727, 0.5192, 0.4316, 0.4536, 0.2682, 0.4725, 0.4519, 0.4035, 0.5454, 0.2453, 0.2255, 0.5267, 0.2524, 0.3901, 0.4622, 0.2031, 0.5400, -0.0413, 0.6349, 0.1136, 0.3095, 0.5377, 0.3152, 0.4597, 0.3695, 0.4000, 0.2721, 0.5229, 0.2621, 0.3066, 0.3066, 0.5046, -0.2669, 0.1157, -0.9453, -0.3245, -0.9386, 0.0354, 0.3903, 0.4126, 0.3774, 0.4228, 0.1530, -0.3308, 0.2702, -0.6216, 0.8314, -0.5432, -0.6789, 0.2101, 0.0037, -0.9296, 0.2371, 0.1725, 0.4992, 0.4514, 0.0655, 0.2981], "total_charge": 0, "s_squared": 0.79, "multiplicity": 2, "orbital_gap_ev": [6.2, 4.8]}

***

The least stable of them is *x*.